No. 1
{"formula": "C19H19F2NSn", "method": "ωB97M-V/def2-TZVPD", "symbols": ["C", "C", "C", "H", "C", "H", "H", "H", "C", "H", "H", "C", "H", "H", "C", "H", "H", "C", "H", "H", "Sn", "H", "F", "C", "C", "C", "C", "C", "F", "C", "C", "C", "C", "C", "C", "N", "H", "H", "H", "H", "H", "H"], "positions_angstrom": [[-0.70398, -2.66789, -2.89596], [1.12769, -3.26934, 0.03976], [0.46267, -2.14569, -3.35236], [-1.64177, -2.21606, -3.27723], [2.00178, -2.27078, -0.13418], [1.06641, -3.68532, 1.05636], [0.37830, -1.54094, -4.27643], [2.49199, -1.82813, 0.74355], [1.81768, -2.15259, -2.68722], [2.44088, -1.63019, -3.43255], [2.14877, -3.19496, -2.57366], [-0.92009, -3.28547, -1.55264], [-1.72174, -4.02573, -1.59483], [-1.33478, -2.56464, -0.82531], [0.32036, -4.02627, -0.96382], [0.90629, -4.42431, -1.79516], [-0.09008, -4.88573, -0.40407], [2.09112, -1.41508, -1.35575], [3.12468, -1.04152, -1.40797], [1.47326, -0.50232, -1.29786], [-2.16597, 0.49709, -0.01684], [-0.78798, 1.58442, -0.30177], [1.01712, -1.08374, 4.43250], [0.48159, -0.06157, 3.67103], [-0.37556, -0.38926, 2.60599], [-0.92357, 0.65462, 1.86924], [-0.56281, 1.99050, 2.09259], [0.33657, 2.23826, 3.16247], [0.65499, 3.53455, 3.51604], [0.83549, 1.24483, 3.99857], [-1.03538, 3.05416, 1.20216], [-0.59022, 4.35855, 1.11522], [-1.08565, 5.20214, 0.11800], [-1.93182, 4.70975, -0.88657], [-2.32118, 3.39597, -0.82622], [-2.01687, 2.67745, 0.30511], [-0.56183, -1.43978, 2.39524], [1.46671, 1.48285, 4.85686], [0.11904, 4.66924, 1.86547], [-0.81010, 6.24601, 0.13413], [-2.30492, 5.32612, -1.69732], [-2.87705, 2.88076, -1.62458]], "forces_ev_per_a": [[0.3, 2.3, 0.5], [1.3, -0.2, 0.8], [-1.8, 0.1, 0.4], [0.6, -0.8, -0.5], [-1.5, 0.9, 0.5], [0.1, 0.2, -0.4], [0.1, -0.4, 0.6], [-0.1, -0.5, -0.2], [0.6, 0.0, -1.0], [0.2, -0.6, 0.3], [0.3, 0.5, -0.3], [0.3, -0.9, 0.4], [-0.1, -0.1, -0.4], [0.4, 0.1, -0.3], [-1.3, -0.3, 0.2], [-0.1, 0.0, 0.2], [0.3, 0.2, -0.4], [0.4, 0.0, -0.7], [-0.2, 0.0, -0.1], [0.0, -0.4, 0.3], [0.8, -0.6, 0.6], [1.1, -2.2, -1.8], [-0.5, 1.0, -0.7], [0.0, -0.8, -0.2], [0.8, 0.4, 1.1], [-0.6, -0.2, -1.0], [0.9, 0.5, 1.4], [-0.5, 0.3, 0.4], [-0.1, -1.0, -0.3], [-0.1, 0.1, -0.4], [-2.2, 0.1, -0.6], [0.0, 0.5, -0.1], [0.0, -0.4, 0.3], [0.2, 0.2, 0.0], [-0.1, 0.0, 2.1], [0.3, 0.9, -0.7], [-0.1, 0.2, 0.1], [-0.2, -0.1, -0.4], [0.0, 0.4, -0.3], [0.1, 0.0, -0.1], [0.3, 0.1, 0.1], [0.1, 0.3, 0.6]], "mol_weight_g_mol": 418.075, "homo_lumo_gap_ev": 7.548, "de_lowest_kcal_mol": 8.4, "max_force_ha_per_bohr": 0.0595, "homo_energy_ev": -7.811, "energy_ev": -32763.013}


No. 2
{"formula": "C4H10N2O", "method": "ωB97M-V/def2-TZVPD", "symbols": ["C", "C", "N", "N", "C", "C", "O", "H", "H", "H", "H", "H", "H", "H", "H", "H", "H"], "positions_angstrom": [[-2.43486, 0.43845, -0.19268], [-1.88801, -0.92915, 0.27066], [-0.48287, -1.02281, 0.22768], [0.11693, -0.14891, -0.36975], [1.67787, -0.13568, -0.29240], [2.13964, 1.23862, 0.19230], [2.24861, -1.12387, 0.51606], [-1.87179, 1.16783, 0.27532], [-2.39679, 0.60392, -1.24977], [-3.43310, 0.47522, 0.03951], [-2.25653, -1.83365, -0.32785], [-2.29871, -1.18338, 1.21038], [2.08093, -0.10676, -1.32430], [1.66277, 1.43090, 1.07315], [3.23390, 1.31270, 0.17246], [1.75736, 1.89239, -0.47786], [2.14465, -2.07582, 0.25709]], "forces_ev_per_a": [[0.8, -2.5, -1.0], [-1.8, -0.1, -2.9], [2.6, -1.1, 1.1], [1.3, 1.3, -0.4], [-0.4, -0.7, -0.5], [1.2, -2.8, -0.4], [0.1, -0.8, 0.1], [0.9, 1.7, 1.0], [0.4, -0.1, -0.7], [-2.5, 0.3, 0.9], [0.4, 1.3, 0.3], [0.2, -0.1, 1.5], [-0.7, -1.0, 0.0], [-0.6, 0.7, 2.9], [-0.4, -0.2, 0.4], [-1.1, 2.3, -2.2], [-0.4, 1.7, -0.2]], "mol_weight_g_mol": 102.137, "smiles": "CC/N=N/[C@@H](C)O", "homo_lumo_gap_ev": 9.526, "de_lowest_kcal_mol": 79.1, "max_force_ha_per_bohr": 0.0662, "homo_energy_ev": -8.535, "energy_ev": -9335.557}